{
  "formula": "C6H7O2",
  "method": "ωB97M-V with the def2-TZVPD basis set",
  "energy_ev": -10428.676,
  "max_force_ev_per_a": 5.947,
  "charge": -1,
  "homo_lumo_gap_ev": 7.0,
  "de_lowest_kcal_mol": 43.0,
  "symbols": ["C", "C", "C", "H", "O", "H", "H", "C", "C", "H", "O", "H", "H", "H", "C"],
  "coordinates": [[0.39, -0.10, -1.69], [-0.56, -0.92, 0.44], [-1.15, 0.43, 0.24], [-1.89, -0.35, 2.13], [1.72, 1.60, 1.37], [0.82, 0.72, -2.28], [-2.09, 0.46, -0.30], [-0.98, -0.06, 1.60], [0.14, 0.11, -0.27], [-1.14, -1.77, 0.08], [2.75, 0.05, 0.07], [-0.36, 0.46, 2.25], [-0.53, -0.34, -2.26], [1.11, -0.98, -1.89], [1.79, 0.70, 0.51]],
  "mulliken_charge": [-1.65, -0.67, -0.58, 0.27, -0.71, 0.33, 0.28, -0.52, 1.39, 0.25, -0.67, 0.20, 0.42, 0.22, 0.43]
}